1.
C6H10O | ωB97M-V/def2-TZVPD

For the energy above the lowest of the compared OMol25 structures with the same formula, charge and spin, the calculation gives 449.1 kJ/mol. The frontier orbital gap (alpha / beta) is 7.156 / 7.161 eV. For the molar mass, the calculation gives 98.1 g/mol. The calculated total energy comes out at -309.67133 Eh.

Positions of all 17 atoms, in Å:
C 1.12519 -1.76437 0.90972
C -0.01831 -0.79096 0.94781
C -1.78907 0.74279 0.13179
C -0.91533 -0.29706 -0.07915
C 0.69625 0.64922 -0.27229
C 0.15843 1.48925 -1.48215
O 0.04435 1.07068 -2.60651
H 2.03997 -1.20362 1.15926
H 1.27292 -2.22875 -0.06727
H 1.05482 -2.56265 1.66158
H -0.35907 -0.56775 1.97132
H -2.48409 1.04368 -0.63195
H -1.75078 1.29899 1.06824
H -0.88399 -0.83172 -1.02809
H 1.54762 0.07238 -0.62326
H 0.91442 1.34291 0.53223
H -0.04846 2.55863 -1.25839

Electronic structure analysis, Löwdin charges in units of e: atom 1 (C): -0.10, atom 2 (C): -0.15, atom 3 (C): -0.08, atom 4 (C): -0.33, atom 5 (C): -0.05, atom 6 (C): -0.28, atom 7 (O): 0.05, atom 8 (H): 0.08, atom 9 (H): 0.08, atom 10 (H): 0.08, atom 11 (H): 0.13, atom 12 (H): 0.04, atom 13 (H): 0.05, atom 14 (H): 0.14, atom 15 (H): 0.09, atom 16 (H): 0.11, atom 17 (H): 0.13



2.
C6H10O | ωB97M-V/def2-TZVPD

For the energy above the lowest of the compared OMol25 structures with the same formula, charge and spin, the calculation gives 159.3 kJ/mol. The frontier orbital gap is 10.578 eV. For the molar mass, the calculation gives 98.1 g/mol. The calculated total energy comes out at -309.78169 Eh.

Positions of all 17 atoms, in Å:
C -1.29174 1.53238 -0.50410
C -0.18691 0.60622 -0.05748
C 0.96758 0.46268 1.02450
C 1.48772 -0.38040 -0.14927
C 0.52374 -1.59447 -0.11865
C -0.79539 -0.78597 0.04709
O 0.83494 0.49761 -1.07964
H -0.91770 2.45912 -0.98280
H -1.98336 1.79744 0.30092
H -1.87499 0.74858 -1.15087
H 0.84008 -0.09964 1.96756
H 1.47076 1.40807 1.20281
H 2.54770 -0.53577 -0.36866
H 0.77448 -2.29206 0.68844
H 0.50437 -2.12454 -1.06943
H -1.60413 -0.80742 -0.77013
H -1.29715 -0.89183 1.01971

Electronic structure analysis, Löwdin charges in units of e: atom 1 (C): -0.01, atom 2 (C): -0.51, atom 3 (C): -0.01, atom 4 (C): -0.29, atom 5 (C): -0.11, atom 6 (C): -0.14, atom 7 (O): -0.05, atom 8 (H): 0.09, atom 9 (H): 0.08, atom 10 (H): 0.10, atom 11 (H): 0.12, atom 12 (H): 0.11, atom 13 (H): 0.15, atom 14 (H): 0.11, atom 15 (H): 0.11, atom 16 (H): 0.12, atom 17 (H): 0.12



3.
C6H10O | ωB97M-V/def2-TZVPD

For the energy above the lowest of the compared OMol25 structures with the same formula, charge and spin, the calculation gives 484.5 kJ/mol. The frontier orbital gap (alpha / beta) is 7.911 / 7.910 eV. For the molar mass, the calculation gives 98.1 g/mol. The calculated total energy comes out at -309.65782 Eh.

Positions of all 17 atoms, in Å:
C 2.19586 1.05978 -0.22147
C 0.79282 0.62843 0.01715
O 0.26293 0.62379 1.22816
C -0.59561 -0.49003 0.91279
C -2.00667 0.07453 0.68565
C -1.60846 0.25206 -0.77958
C -0.12151 -0.25926 -0.62754
H 2.32181 2.12105 0.02392
H 2.89740 0.48947 0.40014
H 2.45885 0.91332 -1.27225
H 1.26431 -3.05331 0.68523
H 0.72971 -2.56342 0.87015
H -2.21191 0.99878 1.23156
H -2.80877 -0.64625 0.86039
H -2.12862 -0.44607 -1.43727
H -1.67827 1.25759 -1.19740
H 0.23614 -0.96047 -1.37964

Electronic structure analysis, Löwdin charges in units of e: atom 1 (C): 0.00, atom 2 (C): -0.32, atom 3 (O): 0.04, atom 4 (C): -0.15, atom 5 (C): -0.15, atom 6 (C): -0.12, atom 7 (C): -0.15, atom 8 (H): 0.09, atom 9 (H): 0.09, atom 10 (H): 0.09, atom 11 (H): 0.03, atom 12 (H): 0.00, atom 13 (H): 0.11, atom 14 (H): 0.10, atom 15 (H): 0.11, atom 16 (H): 0.11, atom 17 (H): 0.14



4.
C6H10O | ωB97M-V/def2-TZVPD

For the energy above the lowest of the compared OMol25 structures with the same formula, charge and spin, the calculation gives 411.1 kJ/mol. The frontier orbital gap is 9.564 eV. For the molar mass, the calculation gives 98.1 g/mol. The calculated total energy comes out at -309.68580 Eh.

Positions of all 17 atoms, in Å:
C -2.06596 -0.35306 0.06973
C -1.20163 0.80214 -0.39175
C -0.39004 1.55915 0.62108
C 0.30125 0.67458 -0.42337
C 1.20711 -1.16027 -0.06920
C 2.66029 -1.17821 -0.03424
O 3.44123 -0.24970 0.00556
H -3.03847 -0.00989 0.44273
H -1.57591 -0.90720 0.87706
H -2.24549 -1.04727 -0.75692
H -1.64540 1.39686 -1.19239
H -0.30705 2.64526 0.51581
H -0.46801 1.25097 1.66430
H 0.90068 1.16619 -1.17115
H 0.74742 -1.92774 -0.69074
H 0.64821 -0.41987 0.53197
H 3.03178 -2.24194 0.00152

Electronic structure analysis, Löwdin charges in units of e: atom 1 (C): -0.07, atom 2 (C): -0.33, atom 3 (C): -0.09, atom 4 (C): -0.09, atom 5 (C): 0.02, atom 6 (C): -0.37, atom 7 (O): 0.01, atom 8 (H): 0.08, atom 9 (H): 0.08, atom 10 (H): 0.08, atom 11 (H): 0.13, atom 12 (H): 0.11, atom 13 (H): 0.11, atom 14 (H): 0.11, atom 15 (H): 0.08, atom 16 (H): 0.03, atom 17 (H): 0.12



Question: What is the formula in the fourth record?
Answer: C6H10O